1.
The following is a DFT calculation (ωB97M-V with the def2-TZVPD basis set) of a cluster of 4 separate species, C17H24F5NO8S in total in a non-equilibrium geometry.

HOMO = -9.85 eV
SMILES = CCCCOc1c(S(=O)(=O)C(F)(F)C(F)(F)F)ccc2c1C(=O)NC2=O.CO.CO.CO
E_tot = -60300.9476 eV
F_max = 8.18 eV Å⁻¹
Kohn-Sham gap = 0.294 hartree

XYZ file:
```
56
Properties=species:S:1:pos:R:3:forces:R:3:mulliken_charge:R:1
H 5.336668 5.712673 -3.560643 0.17 0.03 -0.18 0.272
H 4.399548 5.394093 -5.052182 0.24 0.05 -0.10 0.248
H -3.894351 -2.410961 4.809143 -0.06 0.00 -0.21 0.261
C -1.324478 4.921206 -1.269247 -0.13 -0.28 0.09 -0.500
H 2.673082 2.170276 -2.886511 1.16 -0.05 1.50 0.263
F -2.860518 -0.753751 -0.166939 1.56 3.43 0.62 -0.201
H -0.634610 4.519277 -0.522363 0.04 0.21 0.11 0.199
O 3.765036 4.389099 -3.364473 0.08 0.53 -0.35 -0.397
H -2.119615 3.201429 -1.674880 0.11 0.12 -0.22 0.267
H 2.185885 -0.513784 -2.169853 0.94 0.28 1.36 0.239
C 0.047236 -2.008832 0.600150 -1.01 -2.44 0.75 0.417
O 0.514953 0.765134 2.303402 -3.81 -1.64 -1.68 -0.580
H -5.572614 -2.267254 2.523935 0.13 -0.03 0.10 0.240
C 0.098559 -3.489630 0.145226 -1.32 1.13 3.01 0.308
H 3.861616 -0.755152 -1.386995 -1.37 0.82 0.18 0.336
O -1.177618 0.070017 3.899381 -0.58 -0.29 -4.32 -0.723
H 1.696123 1.477880 -0.547712 1.75 -0.31 -0.20 0.037
H 2.507287 -2.225770 -0.057397 -0.87 1.40 0.21 0.488
H 3.256772 3.288424 -1.526167 0.10 -1.62 -0.62 0.307
S -0.828846 0.082439 2.415158 4.61 0.02 6.76 1.239
O -0.641680 -7.109650 0.515775 1.37 4.99 -1.66 -0.511
C -2.460675 0.591028 0.026072 -1.61 0.75 -2.67 0.543
F -3.574165 1.385117 -0.419489 2.56 -1.83 1.10 -0.274
C 2.813999 -0.320798 -1.229609 -0.66 -0.01 1.29 -0.670
C -0.595549 -4.587506 1.002396 0.43 2.72 0.26 0.193
F -1.387873 0.967394 -0.837041 -2.71 -1.50 2.67 -0.150
H -2.219181 5.312459 -0.778018 0.13 0.18 0.12 0.272
H -0.438151 -5.507079 -1.707580 1.09 -0.90 -0.25 0.324
C -2.216392 0.993821 1.557743 -1.38 1.20 -0.57 0.633
C -1.416658 -2.808613 2.790862 1.63 -1.23 -2.90 -0.204
H -0.833437 5.725754 -1.817470 -0.07 -0.13 -0.03 0.251
F -1.897563 2.383674 1.561571 -0.99 -3.42 0.26 -0.205
N 0.384959 -5.535068 -1.062057 -1.37 0.46 -0.71 -0.412
H -5.522357 -1.094909 3.863078 -0.18 -0.01 -0.09 0.256
H 4.429771 2.008784 -2.143023 -1.73 0.35 0.01 0.223
C 3.319539 2.225616 -1.937064 -0.16 -0.36 1.27 -1.012
O -1.688268 3.899248 -2.184373 -0.07 -0.12 -0.06 -0.523
H -1.956250 -2.531729 3.758686 1.08 -0.30 -1.93 0.358
H -6.067326 -2.773904 4.157511 -0.16 0.09 -0.11 0.283
H 3.161045 5.108761 -3.138684 0.08 -0.23 -0.05 0.259
H -1.857551 -5.160168 2.894827 0.86 1.54 -0.87 0.370
C -0.322612 -5.936396 0.196102 -0.71 -1.18 1.76 0.215
C 2.797489 1.228224 -0.790616 -0.20 -0.54 -0.81 -0.017
C -0.734659 -1.709250 1.922596 0.05 -2.52 -1.91 -0.022
C 4.812284 4.950291 -4.142577 -0.25 0.22 0.07 -0.602
H 3.421625 1.302168 0.173738 -0.94 0.13 -1.46 0.259
O 1.448619 -3.516235 -2.040414 -2.63 -2.70 3.24 -0.488
O -4.038973 -2.530413 3.860580 -0.02 -0.09 0.25 -0.444
H 2.365843 -0.668432 1.017278 -0.18 -0.77 -1.57 0.274
C 0.787700 -4.093840 -1.156023 -0.01 1.47 0.95 0.262
F -3.405211 0.707511 2.277194 2.78 0.96 -1.78 -0.211
C -1.354879 -4.309034 2.324644 1.90 3.00 -2.38 -0.794
C 2.135763 -1.145097 -0.005610 1.68 0.63 -0.85 -0.465
H 5.511860 4.158918 -4.413173 -0.13 0.01 0.08 0.218
O 0.688210 -1.034430 -0.198493 -1.15 -2.32 2.27 -0.271
C -5.379411 -2.143034 3.589629 -0.04 0.08 0.22 -0.638
```
Positions in Å, forces in eV/Å.



2.
The following is a DFT calculation (ωB97M-V with the def2-TZVPD basis set) of the molecule C21H32N2O4S in a non-equilibrium geometry.

HOMO = -8.55 eV
SMILES = COc1ccc(NC(=O)CCC2CCCCC2)cc1S(=O)(=O)N1CCCCC1
E_tot = -44302.3212 eV
F_max = 1.15 eV Å⁻¹
Kohn-Sham gap = 0.336 hartree

XYZ file:
```
60
Properties=species:S:1:pos:R:3:forces:R:3:mulliken_charge:R:1
C -7.294578 0.096789 -0.258970 0.07 -0.23 -0.37 -1.015
H 3.321118 1.628628 -0.533445 0.09 0.17 -0.05 0.435
H 3.273972 -2.133389 1.265218 0.03 0.02 0.21 0.199
H -8.811428 -1.407150 0.030531 -0.04 -0.04 -0.08 0.355
H 4.551359 1.379406 -1.791230 -0.05 0.01 0.07 0.364
H -1.235660 1.506330 2.046014 0.01 0.01 0.01 0.566
H -5.714223 -0.184625 -1.681445 0.00 -0.02 -0.04 0.199
C -5.439248 -2.098558 0.276153 0.00 0.09 0.29 -0.893
C 0.725846 0.655487 2.112267 0.36 -0.23 -0.19 -0.697
H 7.040864 1.327947 -1.084042 0.07 0.03 -0.04 0.325
C -7.762386 -1.355123 -0.268368 -0.08 0.11 0.31 -0.691
H -3.784968 1.266811 -2.053222 0.04 0.01 -0.07 0.369
C 4.306335 1.201790 -0.733158 -0.10 0.70 0.09 -0.718
H 5.056333 1.676714 1.210654 -0.03 0.06 0.07 0.251
H 6.293734 -0.555717 1.196679 0.02 -0.08 0.08 0.183
C 6.710128 1.138560 -0.059984 -0.08 -0.03 0.27 -0.785
H -7.420640 0.510705 0.743889 -0.02 0.09 0.08 0.351
H -5.309317 -2.518291 -0.724734 0.04 -0.07 -0.04 0.339
C 1.761067 0.023918 1.421197 -0.05 0.04 0.39 0.406
H 2.578701 -2.129719 2.907593 0.05 0.03 -0.03 0.332
H 4.268934 -1.626103 2.656187 -0.01 -0.05 0.01 0.253
H -7.683795 -1.755813 -1.282001 -0.05 -0.03 -0.07 0.328
H -3.922164 -0.607441 -0.017983 0.06 0.00 0.06 0.082
C -4.971950 -0.645459 0.279755 -0.01 -0.20 -0.34 -0.431
C -2.932103 1.682322 -0.103266 0.10 -0.05 -0.62 0.334
C 3.269463 -1.620482 2.226367 0.01 -0.26 0.15 -0.581
O 2.522714 -0.495156 -2.361282 -0.04 0.19 0.12 -0.801
H -6.095540 2.245233 -1.274249 -0.01 0.04 0.03 0.452
S 2.832147 -0.922429 -1.022533 0.17 0.07 0.03 1.225
C 5.364950 1.821515 0.174502 0.01 -0.08 -0.23 -0.666
N -1.787451 1.089237 -0.569007 -0.03 -0.07 -0.43 -0.086
C -0.449643 1.022992 1.489953 -0.13 0.05 -0.02 -0.463
C 6.564819 -0.365748 0.157714 -0.08 0.13 -0.29 -0.489
H 5.748089 -0.782171 -1.803711 0.01 -0.04 0.06 0.339
H -7.234575 -3.236313 0.648989 -0.02 -0.01 0.09 0.349
C -0.627824 0.762549 0.132139 0.50 -0.18 0.28 0.304
H -1.755538 0.848885 -1.550380 -0.18 0.10 0.19 0.210
H -7.909389 0.686424 -0.943157 -0.01 0.09 0.04 0.374
H -3.871790 2.944970 -1.500249 0.08 -0.03 -0.05 0.344
N 4.230083 -0.215276 -0.461840 -1.03 -0.44 -0.25 0.381
H -5.041818 -0.239281 1.290836 0.05 0.08 0.08 0.322
H 7.502822 -0.878785 -0.058585 -0.01 -0.06 0.03 0.359
C -5.393722 1.678710 -0.658540 0.09 -0.23 -0.22 -1.142
O -3.093131 2.031198 1.042683 -0.06 0.08 0.33 -0.655
C 1.584406 -0.208256 0.058479 0.64 -0.14 -0.24 -0.351
C 0.409742 0.152993 -0.569335 -0.31 0.14 -0.01 -0.485
H 0.336784 -0.036390 -1.629846 -0.10 0.05 -0.15 0.517
H 5.284816 -1.973477 -0.565529 0.17 0.02 -0.07 0.425
O 2.933312 -2.338516 -0.798868 0.09 0.02 0.05 -0.751
H 0.868902 0.858367 3.162269 0.04 0.00 0.10 0.473
H -5.443270 2.071295 0.358884 -0.06 0.06 0.00 0.388
H -7.030211 -1.829217 1.696662 -0.03 -0.02 0.09 0.321
C -6.907720 -2.194667 0.674741 0.03 -0.14 -0.31 -0.680
C -5.821778 0.207940 -0.662220 -0.10 0.36 0.38 0.712
H -4.825770 -2.683185 0.964759 0.04 -0.06 -0.06 0.375
C -3.974107 1.902296 -1.186700 -0.30 0.13 0.32 -0.621
H 7.461493 1.546060 0.618492 0.05 0.03 -0.07 0.364
O 2.910320 -0.251060 2.106330 -0.23 0.37 -0.03 -0.456
H 5.436236 2.891599 -0.024546 -0.04 0.02 0.03 0.366
C 5.465426 -0.913538 -0.747664 0.34 -0.63 0.03 -0.810
```
Positions in Å, forces in eV/Å.



3.
The following is a DFT calculation (ωB97M-V with the def2-TZVPD basis set) of a structure of composition C8H11N in a non-equilibrium geometry.

HOMO = -9.15 eV
E_tot = -9960.7386 eV
F_max = 4.40 eV Å⁻¹
Kohn-Sham gap = 0.374 hartree

XYZ file:
```
20
Properties=species:S:1:pos:R:3:forces:R:3:mulliken_charge:R:1
C -1.552747 -2.279799 -0.658458 -0.05 -1.39 1.09 -0.980
C -1.530718 0.256023 -0.176357 0.99 -1.13 -2.30 -0.248
H -2.633420 -2.283180 -0.848709 0.53 -0.13 -0.08 0.311
C 0.355684 0.653234 -0.018197 3.55 2.29 1.24 1.333
H 1.319029 2.679648 -0.279620 -0.01 -2.14 0.60 0.321
N -0.483515 0.978436 -1.139316 -2.85 1.15 -0.51 -0.675
H 2.115521 1.712697 1.045586 -0.76 -0.87 -2.04 0.264
C -0.768051 0.877520 0.948786 0.06 0.46 2.18 -0.515
H 2.155117 1.241919 -0.791153 1.80 -0.51 -0.95 0.539
H -0.666989 0.503573 2.010016 -0.52 0.10 -1.17 0.260
C 1.587306 -1.475197 0.397540 1.43 -2.38 -0.44 -1.054
H -0.902317 1.949237 0.900266 -0.39 0.38 0.65 0.346
H 2.540371 -0.960623 0.342189 0.01 0.00 0.56 0.290
H -1.026721 -3.256997 -0.475692 -0.60 1.01 -0.78 0.222
C 0.519118 -0.834520 0.038260 -2.83 0.62 -0.94 -0.237
H 1.625395 -2.594463 0.493545 -0.12 1.27 -0.02 0.265
H -2.533560 0.385450 -0.469887 -1.33 0.16 0.14 0.591
C 1.577624 1.566645 0.014051 -0.64 2.58 2.22 -1.791
C -0.952162 -1.169134 -0.291421 0.98 1.19 0.80 0.387
H -0.744966 2.049530 -1.041427 0.75 -2.65 -0.24 0.371
```
Positions in Å, forces in eV/Å.